(1)
{
  "formula": "C28H30B2ClF4N7O8Ti",
  "method": "ωB97M-V/def2-TZVPD",
  "symbols": ["Ti", "Cl", "F", "F", "F", "F", "O", "O", "O", "O", "O", "O", "O", "O", "N", "N", "N", "N", "N", "N", "N", "C", "C", "C", "C", "C", "C", "C", "C", "C", "C", "C", "C", "C", "C", "C", "C", "C", "C", "C", "C", "C", "C", "C", "C", "C", "C", "C", "C", "B", "B", "H", "H", "H", "H", "H", "H", "H", "H", "H", "H", "H", "H", "H", "H", "H", "H", "H", "H", "H", "H", "H", "H", "H", "H", "H", "H", "H", "H", "H", "H"],
  "positions_angstrom": [[-0.41306, 0.43112, 2.01090], [1.25423, 1.36632, 5.91255], [-2.39068, -1.16573, 6.59575], [-1.60188, 1.01872, 6.56277], [2.68016, 2.81472, 0.67252], [2.64273, 2.63801, 2.98334], [0.48598, -3.38261, -0.05007], [1.64173, 0.90340, 1.68658], [-1.99715, -0.63777, 1.65200], [-0.11366, -0.80947, 6.32988], [-0.00470, -1.45077, 1.64542], [0.68069, 3.22612, 1.79570], [1.12782, -1.86934, -2.18541], [-1.83858, -0.23376, 4.55367], [0.81598, -0.26740, 5.59176], [-0.59294, 1.10230, 0.01578], [-0.20089, 2.49480, 2.49866], [-1.38647, 0.83108, 3.84962], [1.66177, -1.66463, -4.38300], [1.39368, 0.31416, 2.88271], [0.59859, 0.06037, -3.29478], [-1.24127, -1.64183, 1.30277], [-0.07245, 0.72451, -2.28272], [2.23861, -0.20269, 3.67499], [2.71777, -0.10295, -5.94168], [-3.11964, -2.90433, 0.40025], [-2.73131, -4.62030, -1.21467], [-1.36442, -4.46703, -1.10761], [0.59923, -0.39623, -7.70573], [1.65951, 1.17591, -9.35993], [-1.61243, 2.45664, -1.63327], [0.08664, 0.42886, -0.92885], [1.44545, -0.94935, 4.70219], [3.71181, -0.18897, 3.56615], [-3.62037, -3.85035, -0.45288], [-0.92935, 1.77372, -2.61934], [-0.83427, -3.54061, -0.21273], [1.65202, 0.45386, -8.04278], [0.59939, -1.09517, -6.50991], [1.13937, -1.21731, -3.22412], [2.70562, 0.59107, -7.14228], [-1.43518, 2.08726, -0.31725], [1.66257, -0.94737, -5.62738], [-1.27623, 4.49793, 3.43645], [1.19128, -2.40452, 4.56321], [-1.88993, 2.00980, 3.98696], [-1.09031, 3.04306, 3.23610], [-1.72401, -2.73696, 0.53465], [-3.08633, 2.38709, 4.77092], [2.00088, 2.55050, 1.78733], [-1.58449, -0.25028, 6.05391], [3.53330, 1.24482, -7.38691], [-0.49264, 5.05527, 2.93212], [-4.68616, -4.00051, -0.54440], [0.93125, -3.36865, -0.91458], [-0.68850, -5.07879, -1.69058], [-3.77839, -2.27932, 0.98786], [-3.63843, 1.50560, 5.08279], [1.99107, 0.50663, -10.15582], [2.06583, -2.58734, -4.33709], [-3.71811, 3.02924, 4.15358], [3.54565, 0.00149, -5.25156], [2.33440, 2.02964, -9.34200], [0.75901, -0.35314, -0.60943], [-3.12392, -5.36196, -1.89831], [0.66263, 1.52750, -9.62334], [0.57018, 0.48047, -4.21350], [1.79875, -2.82672, 3.76690], [-2.28491, 3.26478, -1.88115], [4.11520, 0.47338, 4.33647], [-2.80402, 2.95046, 5.66124], [-0.21528, -1.76400, -6.26059], [-2.24885, 4.80768, 3.04629], [-1.27178, 4.72996, 4.50288], [1.39619, -2.90143, 5.51384], [-1.96307, 2.58749, 0.48343], [-1.06448, 2.04418, -3.65962], [4.10670, -1.19012, 3.74489], [0.13362, -2.56682, 4.34217], [4.02065, 0.17561, 2.58995], [-0.22741, -0.51898, -8.39462]],
  "multiplicity": 1,
  "lumo_ha": -0.271,
  "e_homo_ev": -13.358,
  "orbital_gap_ev": 5.98,
  "fmax_ha_per_bohr": 0.0021,
  "total_charge": 2,
  "de_lowest_ev": 1.4778,
  "energy_ha": -3828.84019
}



(2)
{
  "formula": "C28H30BF2IN2O5PS",
  "method": "ωB97M-V/def2-TZVPD",
  "symbols": ["I", "S", "P", "F", "F", "O", "O", "O", "O", "O", "N", "N", "C", "C", "C", "C", "C", "C", "C", "C", "C", "C", "C", "C", "C", "C", "C", "C", "C", "C", "C", "C", "C", "C", "C", "C", "C", "C", "C", "C", "B", "H", "H", "H", "H", "H", "H", "H", "H", "H", "H", "H", "H", "H", "H", "H", "H", "H", "H", "H", "H", "H", "H", "H", "H", "H", "H", "H", "H", "H", "H"],
  "positions_angstrom": [[3.29968, 6.65185, -0.48425], [0.01249, 1.85038, -2.20840], [5.40113, 2.10619, -0.84853], [-1.36565, -5.13439, 2.27314], [-0.50674, -3.06243, 2.65984], [-0.43138, -3.95284, 0.46481], [0.93223, -4.23504, -1.28466], [-7.03008, 0.51261, -1.46484], [2.71805, -5.34165, 0.77858], [0.98609, -4.84660, 2.12994], [0.34723, -1.03670, -1.98861], [-3.86191, -2.87604, 3.09539], [2.71007, 1.82322, -1.51900], [1.53966, -0.32355, -1.72773], [1.99121, 3.90512, -0.31820], [-3.25237, -2.04758, 2.25631], [-2.14973, 1.29427, -0.58877], [1.55182, 1.07042, -1.78061], [-4.52027, -2.71058, 0.37109], [-3.53544, -1.89606, 0.90480], [2.72651, -0.98407, -1.41407], [1.61416, -4.90938, 0.97247], [6.80682, 0.92896, -0.98196], [3.87790, -0.26482, -1.16499], [-5.15858, -3.58709, 1.22524], [-3.00026, 0.44774, 0.11717], [-1.06502, 0.78555, -1.29433], [-4.82724, -3.63275, 2.56425], [-5.44025, 1.33811, 0.09895], [2.62756, 3.32559, -1.58025], [-0.78520, -0.57203, -1.29257], [1.59279, 5.35016, -0.45440], [-4.14229, 1.05707, 0.89425], [-1.63377, -1.42218, -0.59337], [3.89604, 1.13285, -1.20576], [-2.73198, -0.93554, 0.10448], [0.68396, -4.33040, -0.10724], [5.31908, 2.33710, 0.99943], [4.76960, 1.12224, 1.75349], [-5.63320, 0.50384, -1.14687], [-0.36587, -4.23847, 1.93805], [7.27161, 0.99399, -1.95621], [-5.32012, -0.51352, -0.96058], [0.50603, -2.01993, -1.79303], [5.18865, 0.20110, 1.36549], [1.98864, 3.57649, -2.42712], [3.69152, 1.05978, 1.65940], [6.56684, -0.09936, -0.73124], [7.54442, 1.25409, -0.25289], [-4.76550, -2.67951, -0.67677], [3.59382, 3.76859, -1.78512], [1.09716, 3.33061, -0.09348], [-5.33633, -4.31347, 3.22642], [-4.34769, 0.48868, 1.79178], [0.98177, 5.65638, 0.38364], [-6.29468, 1.20446, 0.75283], [-7.14271, -0.03469, -2.24583], [-2.43564, -1.46052, 2.65015], [4.77847, -0.79689, -0.90894], [-5.04744, 0.93278, -1.95710], [1.03620, 5.54736, -1.36146], [2.72661, -2.06339, -1.36294], [-3.79061, 2.02543, 1.24190], [-2.32249, 2.35959, -0.59269], [2.68319, 3.78721, 0.50984], [6.31540, 2.58662, 1.34513], [-5.44642, 2.37685, -0.22095], [4.98220, 1.18025, 2.81709], [-1.39586, -2.47320, -0.57607], [4.64659, 3.17252, 1.15980], [-5.92050, -4.25136, 0.84666]],
  "multiplicity": 1,
  "lumo_ha": 0.070,
  "e_homo_ev": -5.628,
  "orbital_gap_ev": 7.52,
  "fmax_ha_per_bohr": 0.0226,
  "total_charge": -1,
  "energy_ha": -2832.87724
}



(3)
{
  "formula": "C28H30BN5PtS2",
  "method": "ωB97M-V/def2-TZVPD",
  "symbols": ["Pt", "S", "S", "N", "N", "N", "N", "N", "C", "C", "C", "C", "C", "C", "C", "C", "C", "C", "C", "C", "C", "C", "C", "C", "C", "C", "C", "C", "C", "C", "C", "C", "C", "C", "C", "C", "B", "H", "H", "H", "H", "H", "H", "H", "H", "H", "H", "H", "H", "H", "H", "H", "H", "H", "H", "H", "H", "H", "H", "H", "H", "H", "H", "H", "H", "H", "H"],
  "positions_angstrom": [[0.12538, -0.15495, -0.87602], [2.26526, -0.98494, -0.81025], [-0.58748, -1.37417, -2.97503], [-1.53132, -3.28381, -1.30746], [2.83698, -0.33915, -3.41495], [0.50564, -3.72997, -1.93093], [-1.72467, 0.94304, -0.98749], [2.35676, -2.44140, -3.15190], [-2.30344, 1.54019, 0.05870], [1.62755, -1.09186, 6.07296], [2.57613, -2.22629, -4.48883], [0.17636, 4.25391, 2.62581], [-4.39058, 4.30752, -1.46911], [0.63137, -1.95756, 4.06566], [0.38443, 1.62741, 1.66291], [1.09684, 2.66812, 1.06755], [3.06571, 1.06353, -3.12962], [-2.77775, -2.56914, -1.11687], [-2.90666, 2.48707, -2.38985], [1.00124, 3.96698, 1.54797], [0.89771, -2.07505, 5.42086], [2.88020, -0.92042, -4.66219], [-0.54560, 3.22790, 3.22450], [-2.05766, 1.41760, -2.20229], [0.09189, -4.72283, -1.07320], [0.75266, -0.80259, 1.88720], [1.06763, -0.85144, 3.33285], [1.82512, 0.11540, 3.99749], [2.51152, -1.28088, -2.50678], [-3.16304, 2.61658, -0.04804], [-0.49030, -2.84754, -2.06108], [2.09776, -0.00308, 5.35114], [-1.17277, -4.45418, -0.68115], [0.47338, 0.25700, 1.10767], [-3.47606, 3.13264, -1.29602], [-0.44140, 1.93113, 2.75055], [1.97425, -3.79919, -2.51126], [-3.91687, 5.07832, -2.07798], [0.09586, 5.26739, 2.99750], [0.74714, -5.53334, -0.80987], [-5.30667, 4.00584, -1.97970], [-3.11727, 2.81538, -3.39971], [2.78928, 1.64721, -4.00504], [3.11385, -0.35502, -5.54611], [1.84266, -1.18071, 7.13008], [-2.07624, 1.13124, 1.02820], [1.72532, 2.44047, 0.21440], [2.68989, 0.75782, 5.84434], [1.56916, 4.75963, 1.07649], [-2.58019, -1.59496, -0.67111], [-3.27981, -2.42244, -2.07093], [-1.19114, 3.44157, 4.06778], [2.21760, 0.95932, 3.44650], [0.75293, -1.78517, 1.42213], [4.11174, 1.24408, -2.88463], [-1.62313, 0.91613, -3.05098], [2.69418, -4.03056, -1.57629], [0.54075, -2.93925, 5.96716], [-1.84059, -4.97772, -0.02124], [2.48628, -3.02468, -5.20220], [0.07199, -2.73374, 3.55527], [-4.66222, 4.74322, -0.50947], [-3.57467, 3.04500, 0.85645], [-0.99972, 1.13118, 3.22323], [2.03141, -4.64643, -3.36843], [2.44433, 1.35168, -2.28472], [-3.40890, -3.15703, -0.45459]],
  "multiplicity": 1,
  "lumo_ha": 0.010,
  "e_homo_ev": -7.312,
  "orbital_gap_ev": 7.58,
  "fmax_ha_per_bohr": 0.0131,
  "de_lowest_ev": 0.0920,
  "energy_ha": -2299.40840
}